Record 1
This record from OMol25 describes C32H30IrN3O6P3S2Se2 as an isolated structure in a non-equilibrium geometry. The level of theory is the ωB97M-V functional and the def2-TZVPD basis.

The value obtained for the HOMO energy (alpha / beta) is -0.055 / -0.066 Eh. Its expectation value of S² is 0.755.

The geometry in ORCA input format:
```
! RIJCOSX wB97M-V def2-TZVPD def2/J DEFGRID3
* xyz -2 2
Ir 0.211 -1.855 2.192
O -0.505 -0.966 6.191
C -0.019 -1.213 5.099
O -0.243 -0.614 3.981
C 0.978 -2.373 4.927
O 1.764 -2.645 5.813
O 0.857 -2.960 3.773
C -1.348 -8.389 0.796
C -2.352 -7.387 1.331
O -1.935 -6.066 1.019
P -1.299 -5.079 2.149
S -0.294 -3.827 0.903
S -0.475 -6.075 3.595
O -2.670 -4.386 2.629
C -2.708 -3.182 3.405
C -4.053 -2.531 3.185
H -1.633 -9.407 1.077
H -0.370 -8.164 1.222
H -1.280 -8.321 -0.292
H -2.452 -7.508 2.411
H -3.336 -7.526 0.874
H -1.914 -2.503 3.084
H -2.545 -3.430 4.455
H -4.190 -2.321 2.124
H -4.110 -1.597 3.746
H -4.854 -3.200 3.512
Se -1.150 4.332 -0.480
P -0.842 2.597 -1.650
C -2.264 2.140 -2.687
C -3.460 2.827 -2.571
C -4.544 2.472 -3.367
C -4.427 1.440 -4.283
C -3.233 0.734 -4.384
C -2.160 1.074 -3.578
C 0.542 2.930 -2.795
C 1.683 3.488 -2.220
C 2.716 3.967 -3.006
C 2.618 3.905 -4.390
C 1.487 3.359 -4.972
C 0.445 2.884 -4.180
C -0.636 1.099 -0.664
C 0.284 0.393 0.128
N -0.447 -0.543 0.778
N -1.705 -0.462 0.396
N -1.840 0.504 -0.482
P 1.951 0.659 0.703
Se 2.619 -0.966 1.899
C 1.817 2.192 1.666
C 0.857 2.162 2.682
C 0.522 3.333 3.340
C 1.132 4.533 2.994
C 2.097 4.559 2.001
C 2.438 3.390 1.331
C 3.096 0.871 -0.677
C 4.399 1.272 -0.391
C 5.352 1.306 -1.398
C 5.021 0.897 -2.685
C 3.745 0.433 -2.952
C 2.785 0.413 -1.950
H -3.535 3.629 -1.848
H -5.485 2.999 -3.267
H -5.267 1.171 -4.911
H -3.146 -0.090 -5.081
H -1.246 0.494 -3.617
H 1.737 3.566 -1.143
H 3.599 4.384 -2.537
H 3.411 4.303 -5.011
H 1.404 3.311 -6.051
H -0.443 2.489 -4.653
H 0.387 1.223 2.971
H -0.228 3.303 4.119
H 0.847 5.451 3.494
H 2.575 5.493 1.731
H 3.193 3.419 0.555
H 4.663 1.534 0.627
H 6.360 1.632 -1.173
H 5.772 0.904 -3.466
H 3.491 0.082 -3.945
H 1.789 0.037 -2.151
*
```

=====

Record 2
This record from OMol25 describes a 2-piece molecular cluster, C19H36N2O7PS overall in a non-equilibrium geometry. The level of theory is the ωB97M-V functional and the def2-TZVPD basis.

The value obtained for the HOMO energy is -0.382 Eh.

The geometry in ORCA input format:
```
! RIJCOSX wB97M-V def2-TZVPD def2/J DEFGRID3
* xyz 1 1
C -2.913 1.428 -5.449
C -1.628 1.606 -6.399
C -1.623 0.493 -7.594
C -0.210 1.472 -5.646
C -0.145 0.250 -4.580
C 1.227 -0.572 -4.760
C -0.391 0.846 -3.108
O 0.401 0.221 -2.049
C -0.383 -0.563 -1.179
C -0.350 -2.120 -1.370
N -1.116 -2.939 -0.473
C -1.924 -2.399 0.620
P -2.833 -3.698 1.681
O -1.722 -4.334 2.832
O -3.310 -5.061 0.724
S -4.434 -3.001 2.521
C -2.042 -0.854 0.883
C -1.246 0.087 -0.061
C -1.236 1.688 0.020
O -0.265 2.375 0.400
O -2.440 2.319 -0.434
H -3.797 2.090 -5.796
H -3.293 0.345 -5.553
H -2.736 1.691 -4.350
H -1.647 2.647 -6.885
H -0.946 0.895 -8.423
H -2.710 0.371 -7.922
H -1.217 -0.513 -7.190
H 0.005 2.500 -5.154
H 0.591 1.376 -6.477
H -1.029 -0.453 -4.830
H 0.938 -1.681 -4.933
H 1.765 -0.260 -5.737
H 1.991 -0.431 -3.925
H -0.251 1.993 -3.087
H -1.508 0.679 -2.854
H 0.301 -2.513 -2.233
H -1.086 -3.964 -0.636
H -2.088 -5.207 3.136
H -3.347 -4.807 -0.227
H -2.669 -0.438 1.739
H -2.434 3.265 -0.157
C 2.573 -0.146 2.060
O 3.016 0.985 2.790
C 1.975 1.934 3.036
C 1.666 2.006 4.531
N 1.014 0.779 4.992
C 0.912 0.682 6.451
C 2.225 0.565 7.240
O 2.927 -0.652 7.013
C 3.802 -0.630 5.894
H 3.445 -0.759 1.823
H 1.882 -0.749 2.658
H 2.093 0.156 1.124
H 1.074 1.721 2.450
H 2.355 2.908 2.712
H 1.007 2.859 4.723
H 2.610 2.173 5.059
H 1.541 -0.021 4.655
H 0.315 -0.212 6.662
H 0.341 1.537 6.827
H 1.962 0.558 8.303
H 2.882 1.431 7.101
H 4.223 0.361 5.712
H 3.285 -0.995 5.004
H 4.624 -1.320 6.097
*
```

=====

Record 3
This record from OMol25 describes C31H41As3N4NiOSe as an isolated structure in a non-equilibrium geometry. The level of theory is the ωB97M-V functional and the def2-TZVPD basis.

The value obtained for the HOMO energy (alpha / beta) is -0.214 / -0.216 Eh. Its expectation value of S² is 2.032.

The geometry in ORCA input format:
```
! RIJCOSX wB97M-V def2-TZVPD def2/J DEFGRID3
* xyz 0 3
Ni 1.303 -0.328 -1.840
C -1.466 2.029 -2.776
As 0.483 1.810 -2.735
C 0.874 2.323 -4.585
C 0.876 3.489 -1.731
C 2.253 3.806 -1.114
C 2.012 4.904 -0.065
C 2.970 2.668 -0.352
As 3.247 0.837 -1.078
C 4.789 1.098 -2.248
C 4.210 0.136 0.474
C 3.184 4.354 -2.206
As 2.958 6.289 -2.667
C 1.670 6.212 -4.163
C 4.556 6.414 -3.807
H -1.774 3.043 -3.043
H -1.881 1.775 -1.799
H -1.875 1.329 -3.507
H 0.372 3.250 -4.872
H 0.539 1.508 -5.231
H 1.951 2.417 -4.728
H 0.117 3.508 -0.941
H 0.631 4.318 -2.406
H 1.476 4.512 0.797
H 1.421 5.715 -0.495
H 2.964 5.316 0.271
H 2.466 2.503 0.608
H 3.978 3.024 -0.095
H 5.191 0.114 -2.499
H 5.561 1.694 -1.757
H 4.490 1.572 -3.183
H 4.658 -0.818 0.190
H 3.518 -0.046 1.298
H 4.999 0.814 0.808
H 3.102 3.728 -3.101
H 4.222 4.289 -1.857
H 0.640 6.226 -3.809
H 1.821 5.330 -4.782
H 1.817 7.100 -4.776
H 5.460 6.421 -3.198
H 4.525 7.352 -4.364
H 4.617 5.591 -4.518
C -6.731 -6.155 7.577
O -6.268 -6.783 6.404
C -5.482 -6.072 5.556
C -5.036 -6.735 4.407
C -4.230 -6.094 3.496
C -3.839 -4.767 3.700
C -4.294 -4.112 4.844
C -5.102 -4.749 5.763
C -2.983 -4.092 2.748
N -2.508 -4.592 1.626
C -1.762 -3.606 1.053
C -1.794 -2.471 1.867
N -2.569 -2.800 2.936
C -1.158 -1.252 1.556
C -1.231 -0.090 2.329
C -0.599 1.046 1.867
C 0.070 0.986 0.652
N 0.160 -0.100 -0.094
C -0.432 -1.228 0.341
C -0.326 -2.394 -0.490
N 0.449 -2.281 -1.593
C 0.548 -3.327 -2.391
C -0.101 -4.539 -2.154
C -0.882 -4.681 -1.028
C -1.006 -3.595 -0.160
H -7.327 -6.898 8.104
H -7.362 -5.290 7.349
H -5.902 -5.842 8.220
H -5.342 -7.758 4.258
H -3.884 -6.602 2.609
H -4.028 -3.083 5.043
H -5.430 -4.204 6.634
H -2.799 -2.193 3.702
H -1.782 -0.079 3.257
H -0.638 1.969 2.426
H 0.544 1.873 0.259
H 1.175 -3.204 -3.265
H 0.023 -5.356 -2.848
H -1.395 -5.601 -0.793
Se 2.328 -0.876 -3.885
*
```

=====

Record 4
This record from OMol25 describes a 2-piece molecular cluster, C6H11BrO overall in a non-equilibrium geometry. The level of theory is the ωB97M-V functional and the def2-TZVPD basis.

The value obtained for the HOMO energy (alpha / beta) is -0.246 / -0.307 Eh.

The geometry in ORCA input format:
```
! RIJCOSX wB97M-V def2-TZVPD def2/J DEFGRID3
* xyz 0 1
C 2.022 -0.677 -0.677
C 0.693 -0.878 -0.382
C 0.612 -0.500 2.248
C -2.073 -0.324 -0.251
C -0.422 1.799 -1.375
C 0.028 -0.667 0.846
O -1.346 -0.543 0.892
Br 1.494 1.913 -1.757
H 2.302 -0.752 -1.743
H 2.849 -0.274 0.003
H 0.208 -1.366 -1.105
H 0.881 0.557 2.489
H 1.439 -1.141 2.644
H -0.257 -0.662 2.902
H -1.830 -1.128 -0.926
H -1.708 0.622 -0.735
H -3.163 -0.243 -0.047
H -0.848 2.468 -0.726
H -0.879 1.794 -2.301
*
```

=====

Record 5
This record from OMol25 describes a 3-piece molecular cluster, C4H14N2O2 overall in a non-equilibrium geometry. The level of theory is the ωB97M-V functional and the def2-TZVPD basis.

The value obtained for the HOMO energy (alpha / beta) is -0.495 / -0.542 Eh. Its expectation value of S² is 0.756.

The geometry in ORCA input format:
```
! RIJCOSX wB97M-V def2-TZVPD def2/J DEFGRID3
* xyz 1 2
C 0.545 -0.476 -2.233
C 1.585 0.043 -1.236
C 0.888 0.695 -0.120
C 0.814 0.098 1.126
N 0.092 0.537 2.204
N 0.273 1.900 -0.360
H 0.985 -1.089 -3.042
H 0.080 0.354 -2.791
H -0.260 -0.992 -1.673
H 2.335 0.714 -1.667
H 2.193 -0.841 -1.018
H 1.313 -0.843 1.320
H 0.246 -0.035 3.005
H 0.032 1.507 2.460
H 0.501 2.348 -1.267
H -0.632 2.177 -0.023
H -1.146 -1.480 0.864
H -1.088 -2.795 0.105
O -0.823 -2.384 0.935
H -1.946 0.286 1.491
H -3.431 0.128 1.161
O -2.556 0.149 0.761
*
```

=====

Record 6
This record from OMol25 describes a 19-piece molecular cluster, H39O19 overall in a non-equilibrium geometry. The level of theory is the ωB97M-V functional and the def2-TZVPD basis.

The value obtained for the HOMO energy (alpha / beta) is -0.100 / -0.390 Eh. Its expectation value of S² is 0.751.

The geometry in ORCA input format:
```
! RIJCOSX wB97M-V def2-TZVPD def2/J DEFGRID3
* xyz 0 2
O 1.983 1.982 2.104
H -1.917 0.353 1.330
H 2.102 1.826 1.164
O 0.853 4.002 0.472
H 1.138 3.175 0.060
H 0.123 3.929 1.086
O 0.166 -2.598 0.738
H -1.605 -2.288 -0.879
H -0.044 -1.653 0.975
O -2.274 4.826 1.417
H -1.426 4.425 1.679
H -1.903 -2.078 2.184
O -3.295 -1.233 -2.292
H -3.846 -1.573 -2.959
H -3.082 -0.350 -2.678
O 1.595 0.445 -4.699
H 2.368 0.222 -4.135
H 1.877 1.241 -5.123
O 1.615 -0.274 3.652
H -1.761 -0.226 2.843
H 1.803 -0.906 4.356
O -2.076 -0.393 1.947
H 1.645 0.559 4.187
O 3.535 -1.044 -3.640
H 2.612 -1.315 -3.549
H 4.158 -1.743 -3.619
O 2.541 0.128 -1.656
H 3.338 -0.393 -1.680
H -0.335 -2.032 -3.646
O 0.411 -0.261 0.256
H 1.099 -2.809 0.720
H 1.386 -0.415 0.168
O -1.544 -2.963 2.420
H -2.171 -3.495 1.962
H 0.455 0.700 0.403
O -2.102 -3.078 -0.707
H 2.076 -0.459 -1.025
H 1.323 2.700 2.340
O -2.840 2.762 -0.754
H -2.803 3.513 -0.107
H -2.381 4.959 0.488
O -4.528 0.016 0.155
H -4.922 -0.308 -0.663
H -0.516 -3.054 1.485
O -0.795 3.021 2.771
H 3.136 -2.047 0.623
H -1.693 2.928 3.136
O 2.571 -2.160 -0.236
H -0.438 3.909 2.926
H 2.827 -2.917 -0.842
O 0.474 -1.733 -4.040
H 0.379 -1.002 -4.664
H -3.599 0.254 -0.042
O 3.184 -1.944 2.158
H 2.680 -1.095 2.247
H 4.141 -1.790 2.371
H -2.438 -3.273 -1.585
H -3.261 3.029 -1.603
*
```

=====

Record 7
This record from OMol25 describes C20H18HoN6O7S2 as an isolated structure in a non-equilibrium geometry. The level of theory is the ωB97M-V functional and the def2-TZVPD basis.

The value obtained for the HOMO energy (alpha / beta) is -0.339 / -0.339 Eh. Its expectation value of S² is 6.004.

The geometry in ORCA input format:
```
! RIJCOSX wB97M-V def2-TZVPD def2/J DEFGRID3
* xyz 1 5
Ho -0.697 0.043 -0.298
C 2.061 3.984 -1.728
N 0.879 3.258 -1.326
C -0.279 3.929 -1.273
C -1.524 3.381 -1.066
N -1.723 2.057 -0.737
C 0.983 1.847 -1.192
S 0.740 0.763 -2.483
C -2.889 1.384 -1.121
C -3.963 1.987 -1.792
C -5.044 1.141 -2.142
C -5.008 -0.225 -1.901
C -3.937 -0.699 -1.156
N -2.935 0.078 -0.751
H 2.212 4.848 -1.087
H 2.036 4.320 -2.740
H 2.941 3.306 -1.533
H -0.186 4.968 -1.548
H -2.406 4.093 -1.229
H -3.809 3.044 -2.098
H -5.971 1.576 -2.476
H -5.829 -0.808 -2.215
H -3.810 -1.766 -0.873
O 0.721 2.558 5.839
C 1.229 2.266 4.621
O 2.418 2.410 4.419
C 0.320 1.568 3.747
C -0.894 0.929 4.046
N -1.315 0.377 2.894
N -0.536 0.629 1.843
C 0.527 1.375 2.346
C 1.345 2.176 1.485
O 1.952 3.211 1.481
O 1.367 1.332 -0.008
H -0.165 2.131 6.066
H -1.500 0.883 4.936
H -2.121 -0.182 2.743
N -0.301 -2.153 -1.215
C 0.647 -3.024 -0.717
C 1.962 -2.551 -0.435
C 2.968 -3.425 -0.068
C 2.850 -4.769 -0.463
C 1.610 -5.334 -0.678
C 0.494 -4.428 -0.689
S 4.396 -5.542 -0.502
O 4.532 -5.487 0.970
O 5.157 -4.512 -1.273
O 4.498 -6.781 -1.211
H 0.115 -1.727 -2.109
H -1.147 -2.641 -1.470
H 2.060 -1.484 -0.618
H 3.907 -3.039 0.344
H 1.595 -6.421 -0.764
H -0.534 -4.851 -0.796
*
```

=====

Record 8
This record from OMol25 describes one molecule with the formula C6H11N in a non-equilibrium geometry. The level of theory is the ωB97M-V functional and the def2-TZVPD basis.

The value obtained for the HOMO energy is -0.416 Eh. Its SMILES is CCC(C#N)CC.

The geometry in ORCA input format:
```
! RIJCOSX wB97M-V def2-TZVPD def2/J DEFGRID3
* xyz 0 1
C 0.789 2.342 0.682
C 0.430 1.276 -0.366
C -0.236 0.024 0.197
C 0.541 -0.496 1.343
N 1.155 -0.922 2.227
C -0.330 -1.029 -0.910
C -1.096 -2.271 -0.491
H 0.608 3.378 0.373
H 1.847 2.160 0.738
H 0.386 2.217 1.696
H -0.121 1.657 -1.234
H 1.391 0.930 -0.751
H -1.236 0.261 0.582
H -0.817 -0.538 -1.761
H 0.688 -1.282 -1.236
H -2.110 -2.003 -0.176
H -1.169 -2.978 -1.320
H -0.599 -2.770 0.348
*
```